The following is a quantum chemistry calculation of a cluster of 2 separate species, C2H4N4S in total in a non-equilibrium geometry, from OMol25.

```
! RIJCOSX wB97M-V def2-TZVPD def2/J DEFGRID3
* xyz 0 1
C 0.26683 1.54386 -2.02229
N -0.71019 1.30553 -1.43355
S -2.11985 1.01047 -0.96807
H 1.22792 1.67948 -2.49135
N 0.12449 -2.79264 -0.83608
C -0.06909 -1.68726 -0.32683
N 0.19186 -0.61243 0.22467
N -0.45997 0.06568 1.19845
H -0.31514 -3.35586 -1.65173
H -1.38044 -0.27575 1.25148
H -0.27135 1.07616 1.05148
*
```

Results
**SMILES string**: C#[N+][S-].N=C=NN
**E_HOMO**: -7.90 eV
**Frontier orbital gap**: 0.311 hartree
**Electronic energy**: -18929.5280 eV
**Relative energy (zero: lowest compared OMol25 entry of this formula, charge and spin)**: 5.023 eV
**LUMO**: 0.55 eV

The following is a quantum chemistry calculation of an isolated molecule of C2H4N6 in a non-equilibrium geometry, from OMol25.

```
! RIJCOSX wB97M-V def2-TZVPD def2/J DEFGRID3
* xyz 0 1
H -1.32500 0.64743 2.12381
N -0.44740 1.04676 2.40364
C 0.58746 0.79281 1.66714
N 0.64797 -0.05457 0.55780
N 1.49431 0.19802 -0.42213
N 1.09370 -0.06853 -1.57946
C -0.23918 -0.50986 -1.42464
N -1.11555 -0.87118 -2.28248
H -0.74622 -0.78206 -3.27552
N -0.54807 -0.37030 -0.05564
H 1.57197 1.13787 1.94573
H -0.97399 -1.16640 0.34174
*
```

Results
**SMILES string**: [H]/N=C\n1nn/c(=N\[H])[nH]1
**E_HOMO**: -9.50 eV
**Frontier orbital gap**: 0.338 hartree
**Electronic energy**: -11076.4067 eV
**Relative energy (zero: lowest compared OMol25 entry of this formula, charge and spin)**: 1.809 eV
**LUMO**: -0.31 eV

The following is a quantum chemistry calculation of a structure of composition C2H4NO2 in a non-equilibrium geometry, from OMol25.

```
! RIJCOSX wB97M-V def2-TZVPD def2/J DEFGRID3
* xyz 1 1
C -0.52757 -0.56106 -0.17407
C 0.07094 0.84835 0.04443
N -1.72929 0.21000 -0.20638
O -3.73234 -0.32466 0.29753
O -1.22978 1.33254 -0.20262
H -0.38040 -0.88701 -1.25085
H -0.52353 -1.16179 0.74606
H 0.37641 0.81462 1.17584
H 0.80868 1.19242 -0.66844
*
```

Results
**E_HOMO (alpha / beta)**: -16.60 / -16.59 eV
**Frontier orbital gap (alpha / beta)**: 0.310 / 0.310 hartree
**Electronic energy**: -7705.6343 eV
**Relative energy (zero: lowest compared OMol25 entry of this formula, charge and spin)**: 10.322 eV
**LUMO (alpha / beta)**: -8.17 / -8.15 eV